[1]
Molecular formula: C3H3NOS3
Method: DFT, ωB97M-V/def2-TZVPD

Geometry as ORCA input:
```
! RIJCOSX wB97M-V def2-TZVPD def2/J DEFGRID3
* xyz 0 1
S 2.08 -0.01 0.70
S -0.87 0.38 0.32
S 1.61 2.16 3.19
O -0.69 -1.57 -2.96
N -1.09 -0.62 -2.09
C 0.62 0.56 1.17
C -0.47 -0.76 -0.96
C 0.44 1.40 2.41
H -0.60 1.52 2.68
H 0.25 -1.53 -0.73
H -1.29 -1.53 -3.72
*
```

Results
SMILES string   O/N=C/SC(=S)C=S
Kohn-Sham gap   0.26274 Eh
Energy above the lowest of the compared OMol25 structures with the same formula, charge and spin   2.7935 eV

[2]
Molecular formula: C33H31CuN7OS
Method: DFT, ωB97M-V/def2-TZVPD

Geometry as ORCA input:
```
! RIJCOSX wB97M-V def2-TZVPD def2/J DEFGRID3
* xyz 0 2
Cu -0.27 -1.03 -0.26
S 0.23 -0.74 1.97
O 0.53 0.77 -0.74
N 1.12 1.81 1.27
N 4.25 -0.46 -2.60
N -1.75 -2.02 -1.20
N 2.84 -0.99 -1.00
N -2.19 0.39 -0.20
N 0.47 -2.91 -0.23
N 0.78 1.37 3.45
C -4.53 0.37 -0.78
C 1.71 2.73 -2.21
C 1.04 1.67 -0.06
C -5.65 -0.37 -1.24
C 4.63 0.26 -1.50
C -3.26 -0.24 -0.73
C 2.18 3.92 -0.18
C -3.52 2.34 0.18
C -4.19 -2.28 -1.58
C 1.66 2.81 -0.82
C -3.05 -1.57 -1.23
C -2.31 1.62 0.23
C -5.46 -1.67 -1.58
C 0.37 0.57 4.60
C -0.19 -3.76 -1.06
C 1.56 -3.30 0.39
C 3.17 -1.20 -2.24
C 0.30 -5.05 -1.32
C 2.75 4.95 -0.91
C 1.46 -5.46 -0.62
C 2.28 3.76 -2.95
C 0.73 0.91 2.18
C -0.36 -5.85 -2.29
C -1.38 -3.25 -1.67
C -4.62 1.70 -0.32
C 0.08 3.77 3.42
C -1.12 0.65 4.89
C 3.75 -0.08 -0.52
C -1.43 -5.32 -2.95
C 2.08 -4.60 0.24
C 2.80 4.87 -2.30
C -1.94 -4.04 -2.66
C 1.18 2.76 3.71
H -1.92 -5.90 -3.72
H -1.44 1.67 5.08
H -5.58 2.21 -0.36
H -4.14 -3.32 -1.84
H -1.36 0.06 5.77
H 2.96 -4.88 0.78
H -6.62 0.11 -1.28
H 2.66 -1.85 -2.94
H 2.13 3.97 0.90
H 3.15 5.82 -0.41
H 1.85 -6.45 -0.79
H -1.42 2.07 0.66
H 2.06 2.98 3.11
H 0.46 4.79 3.55
H 3.25 5.68 -2.87
H -6.31 -2.27 -1.89
H -2.77 -3.67 -3.24
H -1.69 0.26 4.05
H 2.05 -2.56 1.01
H -0.77 3.65 4.09
H 0.01 -6.84 -2.50
H 5.47 0.94 -1.51
H -0.26 3.67 2.39
H 1.47 2.81 4.76
H 0.67 -0.46 4.42
H 4.67 -0.43 -3.51
H -3.56 3.35 0.54
H 1.30 1.86 -2.70
H 2.32 3.70 -4.03
H 3.70 0.28 0.49
H 0.95 0.93 5.45
*
```

Results
Kohn-Sham gap (spin up / spin down)   0.25029 / 0.23400 Eh
⟨S²⟩   0.75
Energy above the lowest of the compared OMol25 structures with the same formula, charge and spin   0.3443 eV

- What is the formula in the first record?
  C3H3NOS3

- Look up the energy above the lowest of the compared OMol25 structures with the same formula, charge and spin of the first one.
  2.7935 eV

- Which value of energy above the lowest of the compared OMol25 structures with the same formula, charge and spin does entry 1 give?
  2.7935 eV

- What is the energy above the lowest of the compared OMol25 structures with the same formula, charge and spin in the first record?
  2.7935 eV